66
Properties=species:S:1:pos:R:3:forces:R:3:nbo_charge:R:1 method="wB97M-V/def2-TZVPD" energy_ha=-3660.11062 molar_mass_g_mol=918.4 gap_ev="6.757 / 6.903" charge=+1
Re 1.14820 0.20449 -1.27178 0.0200 -0.3404 -0.0102 0.8435
Cl 0.67984 2.58018 -1.04966 -0.0601 0.2520 0.0115 0.2426
C -0.71971 2.95339 -2.03232 0.0884 -0.0126 0.0667 0.0468
C -1.33399 4.17986 -1.89493 -0.0251 -0.0179 -0.0321 -0.2390
C -2.45038 4.41916 -2.68095 0.0091 0.0110 0.0141 -0.1706
C -2.91350 3.45363 -3.56441 -0.0065 -0.0091 -0.0113 -0.2060
C -2.26081 2.23819 -3.67971 0.0069 -0.0173 0.0017 -0.0175
Cl -2.85201 1.04251 -4.76820 0.0030 0.0017 0.0033 0.0733
C -1.13208 1.96468 -2.90309 -0.0713 0.0393 -0.0287 -0.2799
S -0.27904 0.44260 -3.03294 0.0719 -0.0396 0.1563 0.2172
H -0.96242 4.91469 -1.19479 -0.0007 0.0019 0.0000 0.2453
H -2.96760 5.36516 -2.60211 0.0000 -0.0002 0.0000 0.2422
H -3.78792 3.63666 -4.17302 -0.0005 0.0054 0.0037 0.2505
C 2.48571 -2.50162 1.28772 -0.0008 0.0146 -0.0275 -0.6318
C 1.09601 -2.79476 1.77639 -0.0007 -0.0051 0.0151 0.0221
C 0.84499 -4.03081 2.36480 -0.0011 0.0087 0.0098 -0.1894
C -0.40598 -4.35695 2.85581 -0.0053 0.0036 0.0059 -0.1511
C -1.44663 -3.43951 2.78615 0.0058 -0.0130 0.0074 -0.2155
C -1.22712 -2.21025 2.19747 -0.0159 0.0090 -0.0333 -0.1896
C 0.03209 -1.88976 1.67828 0.0048 0.0014 0.0345 -0.3455
P 0.25847 -0.26230 0.94985 -0.0155 0.0315 -0.1595 1.1961
C -1.36082 0.51733 0.67302 -0.0184 -0.0139 0.0276 -0.4200
C -1.58744 1.78100 1.23802 0.0100 -0.0021 0.0121 -0.1871
C -2.76073 2.46457 0.99110 -0.0135 0.0023 -0.0057 -0.2200
C -3.72156 1.89723 0.16131 0.0023 0.0084 0.0064 -0.1598
C -3.50287 0.65252 -0.39837 0.0087 -0.0018 -0.0032 -0.2093
C -2.33148 -0.06792 -0.15830 -0.0007 0.0029 -0.0036 0.0430
C -2.20220 -1.42410 -0.79202 0.0085 0.0036 0.0152 -0.6650
C 1.20624 0.78334 2.04624 -0.0073 -0.0008 0.0300 -0.4394
C 0.91385 0.96009 3.39692 -0.0020 -0.0079 -0.0167 -0.1643
C 1.64313 1.87950 4.12913 0.0051 0.0065 0.0061 -0.2032
C 2.65214 2.61183 3.50967 -0.0017 0.0052 0.0094 -0.1613
C 2.95812 2.41023 2.17312 0.0018 -0.0025 -0.0059 -0.2242
C 2.24637 1.47304 1.42787 -0.0040 0.0054 0.0087 0.0730
C 2.65199 1.09661 0.03262 0.0028 0.1047 -0.0722 -0.6679
H 3.22006 -2.81472 2.02980 -0.0045 -0.0085 -0.0071 0.2420
H 2.65041 -1.43882 1.10972 -0.0016 0.0048 0.0086 0.1844
H 2.69311 -3.04279 0.36374 0.0060 -0.0047 -0.0300 0.2545
H 1.65402 -4.74721 2.43602 -0.0002 0.0007 -0.0030 0.2271
H -0.56917 -5.32769 3.30468 -0.0022 -0.0006 -0.0036 0.2309
H -2.42180 -3.68270 3.18519 0.0012 0.0028 0.0034 0.2306
H -2.03671 -1.49413 2.13896 -0.0024 -0.0015 -0.0060 0.2223
H -0.83831 2.22914 1.87746 -0.0076 -0.0028 -0.0106 0.2321
H -2.92781 3.43214 1.44531 -0.0001 0.0002 -0.0007 0.2307
H -4.64402 2.42526 -0.04272 -0.0008 -0.0013 -0.0001 0.2308
H -4.25531 0.21059 -1.04106 -0.0015 0.0019 0.0013 0.2302
H -2.44806 -1.37520 -1.85294 0.0010 -0.0005 -0.0040 0.2504
H -2.89935 -2.12234 -0.32390 -0.0023 -0.0004 0.0007 0.2486
H -1.21118 -1.86268 -0.70855 0.0224 -0.0023 -0.0022 0.2292
H 0.11702 0.39209 3.86281 -0.0002 -0.0019 -0.0003 0.2328
H 1.42677 2.03340 5.17739 -0.0018 -0.0023 -0.0002 0.2349
H 3.21515 3.33664 4.08273 0.0015 0.0001 -0.0023 0.2332
H 3.76850 2.96209 1.71267 -0.0001 -0.0013 -0.0027 0.2259
H 3.33586 0.24187 0.09561 -0.0351 -0.0446 -0.0332 0.2550
H 3.22787 1.88770 -0.44761 0.0139 -0.0042 0.0193 0.2373
F 1.18009 -1.79639 -1.46480 -0.0588 -0.0349 -0.0023 -0.6198
Sb 1.08899 -3.55294 -2.68015 0.0063 0.0538 0.0180 3.1783
F -0.67313 -2.99031 -2.98293 0.0284 -0.0074 0.0118 -0.6623
F 1.02010 -5.09482 -3.69950 -0.0025 0.0074 0.0016 -0.6422
F 1.62679 -2.36932 -4.03093 -0.0003 -0.0079 0.0015 -0.6638
F 2.87211 -3.71362 -2.13405 -0.0189 0.0246 0.0104 -0.6577
F 0.54086 -4.28959 -1.04967 0.0121 -0.0143 -0.0255 -0.6573
C 2.94825 -0.04292 -2.31908 0.0791 0.0944 0.0516 -0.7886
H 3.54627 -0.82012 -1.84055 -0.0268 -0.0273 0.0041 0.2456
H 3.51943 0.88151 -2.37419 0.0415 -0.0385 -0.0216 0.2172
H 2.66232 -0.39863 -3.30835 -0.0438 -0.0184 -0.0125 0.2496

73
Properties=species:S:1:pos:R:3:forces:R:3:lowdin_charge:R:1 method="wB97M-V/def2-TZVPD" energy_ha=-3764.78035 molar_mass_g_mol=895.3 gap_ev=6.507
W -0.52375 -0.25218 -0.34648 -1.7079 2.3282 0.9070 1.0157
C -2.55293 -1.00456 4.40571 -0.0402 0.0298 -0.0233 -0.0221
N -2.08784 -2.09576 3.56683 0.0739 0.0251 0.0180 -0.1182
C -2.55626 -3.39695 3.57884 -0.0562 -0.0632 -0.0451 -0.0444
C -1.87169 -4.07493 2.63347 -0.0608 0.0341 -0.0066 -0.0567
N -0.99584 -3.18364 2.05933 0.0557 0.1250 0.2858 0.0799
C -1.12234 -1.97477 2.63323 0.0048 -0.1956 -0.0469 -0.6914
S -0.25349 -0.54171 2.29556 0.1974 -0.0891 -0.4899 0.7277
H -3.18965 -1.41653 5.18414 -0.0022 0.0029 -0.0078 0.0926
H -3.11229 -0.28409 3.80969 0.0123 -0.0054 0.0000 0.0962
H -1.70236 -0.49875 4.85574 -0.0023 -0.0093 0.0158 0.0825
H -3.33432 -3.71484 4.24810 0.0010 0.0022 0.0173 0.1213
H -1.93855 -5.10000 2.32007 0.0154 -0.0140 0.0061 0.1213
H -0.28108 -3.35844 1.34342 -0.0571 -0.0642 -0.0316 0.0891
N 3.20563 8.28757 3.46577 0.0094 0.0187 0.0087 0.1505
C 2.82507 7.31617 2.98355 0.0077 0.0075 -0.0071 -0.1893
C 2.34630 6.10282 2.38241 -0.0174 -0.0083 0.0002 -0.2389
C 1.15497 6.10801 1.65867 0.0193 0.0054 -0.0006 -0.0258
C 0.69035 4.93902 1.09006 -0.0069 -0.0079 0.0090 -0.0201
C 1.39963 3.74179 1.24114 -0.0388 0.0050 0.0266 -0.2442
C 2.59609 3.75080 1.96583 0.0171 0.0115 -0.0118 -0.0225
C 3.06785 4.91979 2.52977 0.0108 0.0029 -0.0169 -0.0259
C 0.88631 2.53118 0.68658 0.0852 -0.0498 -0.0309 -0.1128
C 0.41747 1.50567 0.22534 0.0503 -0.0983 -0.0856 -0.2428
H 0.60278 7.03108 1.54612 -0.0064 -0.0019 0.0016 0.1193
H -0.23381 4.93290 0.52870 -0.0082 0.0053 0.0034 0.1187
H 3.14710 2.82827 2.08716 -0.0074 -0.0085 0.0130 0.1154
H 3.99081 4.92378 3.09346 0.0022 -0.0032 -0.0011 0.1195
F 5.46042 -1.12373 -2.89931 0.0044 -0.0036 -0.0136 0.0945
C 5.10183 -1.72459 -1.76108 0.0015 0.0169 0.0378 -0.1818
C 4.05147 -1.29952 -1.05764 0.0618 0.0900 -0.0726 0.0504
N 3.67015 -1.88961 0.12800 -0.0007 -0.1146 -0.0006 0.0185
C 2.41688 -1.49493 0.76521 -0.0964 0.1446 0.0319 -0.0839
C 1.26829 -1.98840 -0.12577 1.2614 -1.4440 -0.4471 -0.6871
O 0.79451 -3.10887 0.06180 0.0473 0.1192 -0.1762 -0.0135
O 1.05520 -1.29597 -1.23263 -0.3681 -0.0426 1.0843 -0.2450
C 4.37071 -2.96025 0.66181 -0.0037 -0.0205 0.0126 -0.4591
O 4.07536 -3.50699 1.70004 -0.0063 -0.0074 -0.0284 0.0945
N 5.45998 -3.35399 -0.09363 0.0105 -0.0144 0.0046 0.2173
C 5.91521 -2.84810 -1.30973 -0.0155 0.0082 0.0111 -0.3986
O 6.87471 -3.31265 -1.87543 0.0043 0.0138 -0.0099 0.1100
H 3.44905 -0.46695 -1.39192 -0.0178 -0.0254 0.0094 0.1332
H 2.39582 -0.41369 0.90039 -0.0231 -0.0008 -0.0531 0.1046
H 2.36363 -1.99181 1.72643 0.0226 0.0363 0.0053 0.1140
H 5.98098 -4.13300 0.28344 -0.0051 -0.0004 0.0087 0.1697
Cl -4.64064 1.86803 0.72971 -0.0075 -0.0227 -0.0108 0.6994
C -4.69322 0.26873 0.07582 0.0378 0.0591 -0.0032 -0.6096
C -5.91086 -0.34275 -0.16679 -0.0096 -0.0207 -0.0064 -0.1060
C -5.95699 -1.62939 -0.68649 0.0258 -0.0025 0.0040 -0.0805
C -4.78437 -2.32085 -0.96366 -0.0222 0.0274 0.0092 -0.0959
C -3.58695 -1.68822 -0.71112 0.0558 0.0983 -0.0071 -0.5355
Cl -2.05790 -2.46209 -1.00440 -0.0652 -0.4251 -0.0463 0.8226
C -3.48659 -0.38444 -0.20033 -0.0813 -0.0589 0.1405 -0.4322
N -2.24519 0.13566 0.01305 0.7208 -0.4662 -0.8917 -0.1998
H -6.82229 0.19522 0.05330 -0.0019 0.0048 -0.0013 0.1058
H -6.91353 -2.09622 -0.87575 -0.0032 -0.0051 -0.0044 0.1068
H -4.80177 -3.32187 -1.37060 -0.0018 -0.0109 0.0086 0.1089
C 1.35859 1.83114 -2.86109 -0.0069 0.0709 -0.0238 -0.0934
O 0.34833 1.03112 -3.49075 0.0414 -0.1108 -0.0162 -0.2886
P -0.87296 0.40055 -2.66148 -0.1010 0.0436 -0.0696 0.6374
O -1.35949 -0.66924 -3.75480 -0.0698 0.0011 -0.0233 -0.3059
C -0.50542 -1.76118 -4.11942 0.0246 0.0134 0.0029 -0.1086
O -2.07081 1.43794 -2.76008 0.0824 0.1112 0.0434 -0.2964
C -2.47603 1.99568 -4.01873 -0.0424 -0.0434 -0.0262 -0.0842
H 1.87109 2.36181 -3.65957 0.0080 -0.0146 0.0007 0.0919
H 2.06259 1.18982 -2.33248 -0.0150 0.0117 0.0202 0.0657
H 0.92532 2.53793 -2.15612 0.0071 -0.0011 -0.0103 0.0684
H -1.13703 -2.50549 -4.59753 0.0071 0.0060 -0.0014 0.0894
H -0.02307 -2.19306 -3.24239 -0.0113 -0.0038 -0.0013 0.0558
H 0.25583 -1.41537 -4.81810 0.0033 0.0002 0.0026 0.0898
H -2.83058 3.00298 -3.81602 -0.0074 -0.0081 -0.0008 0.0899
H -3.28116 1.39392 -4.43621 0.0087 -0.0073 -0.0085 0.0890
H -1.64328 2.03096 -4.72011 -0.0039 0.0133 0.0089 0.0835